No. 1
Density functional theory data (ωB97M-V/def2-TZVPD) for the ion C8H13N3P with charge +1.

Structure (XYZ):
```
25
Properties=species:S:1:pos:R:3
C -0.5786 0.2489 -3.9599
N -0.5544 0.0781 -2.5525
P -0.6324 1.2022 -1.4140
C -0.6501 -0.0262 -0.1192
C -0.7788 0.4044 1.2640
N 0.5657 0.2655 2.0260
C 1.3529 1.5317 1.6865
C 0.2818 0.0959 3.5276
C -0.5506 -1.3642 -0.5127
C -0.3095 -1.4353 -1.8844
C -0.1114 -2.5107 -2.7038
N 0.3154 -3.2268 -3.4953
H -0.0591 -0.6372 -4.5167
H -1.5595 0.2243 -4.2830
H -0.1654 1.2912 -4.2305
H -1.6238 -0.1957 1.7978
H -1.0879 1.4269 1.4071
H 1.1317 -0.4720 1.5531
H 2.4020 1.2668 1.9523
H 1.4225 1.5579 0.5693
H 1.0238 2.3820 2.2611
H -0.0087 1.1332 3.8415
H -0.4345 -0.8031 3.4742
H 0.9640 -0.2987 4.1881
H -0.3551 -2.1391 0.1231
```

## Properties
highest occupied orbital energy (alpha / beta): -11.9 / -11.9 eV
maximum force: 6.227 eV/A
LUMO level (alpha / beta): -3.76 / -3.76 eV
calculated total energy: -817.89646 hartree
net charge: +1

Need the natural (NBO) charges? In units of e they are: -0.429, -0.670, 0.982, -0.536, -0.250, -0.367, -0.432, -0.411, -0.197, 0.055, 0.180, -0.206, 0.248, 0.217, 0.228, 0.243, 0.234, 0.443, 0.232, 0.246, 0.239, 0.237, 0.235, 0.244, 0.234

No. 2
Density functional theory data (ωB97M-V/def2-TZVPD) for the ion C8H13N4 with charge +1.

Structure (XYZ):
```
25
Properties=species:S:1:pos:R:3
C -2.2167 2.0625 -0.2515
C -0.3004 0.4665 -0.3249
C -2.5219 -0.5374 0.0957
C -0.3195 -1.9518 0.3672
C -1.0257 -0.6591 0.4781
C 3.2464 1.4235 0.1006
C 1.1414 0.3005 -0.7038
C 2.0168 0.6340 0.4865
N -0.9572 1.4875 -0.7134
N -3.0263 1.5251 0.5327
N -0.9166 -2.9967 -0.1546
N -3.3566 -1.2837 -0.4120
H -2.2397 3.1945 -0.2568
H 0.7450 -1.9007 0.4597
H -0.9129 -0.1793 1.3879
H 3.8945 0.9318 -0.6362
H 3.8877 1.4615 0.8778
H 3.1540 2.4688 -0.0712
H 1.4495 1.0712 -1.3888
H 1.3476 -0.6853 -1.0373
H 2.1637 -0.1300 1.2726
H 1.3476 1.2559 1.2284
H -0.3545 -3.8892 -0.4422
H -1.9271 -3.0355 -0.2787
H -4.3194 -1.0347 -0.6157
```

## Properties
highest occupied orbital energy (alpha / beta): -12.2 / -12.2 eV
maximum force: 4.215 eV/A
LUMO level (alpha / beta): -5.28 / -5.28 eV
calculated total energy: -531.20843 hartree
net charge: +1
energy relative to the best compared isomer or geometry (same formula, charge and spin): 621.38 kJ/mol

Need the natural (NBO) charges? In units of e they are: 0.161, 0.409, 0.502, 0.324, -0.527, -0.632, -0.483, -0.397, -0.442, -0.348, -0.614, -0.668, 0.219, 0.245, 0.319, 0.219, 0.230, 0.234, 0.277, 0.202, 0.208, 0.206, 0.459, 0.464, 0.432

No. 3
Density functional theory data (ωB97M-V/def2-TZVPD) for a cluster of 2 separate species, C8H13N4O2P in total.

Structure (XYZ):
```
28
Properties=species:S:1:pos:R:3
N 4.9681 0.1748 -0.0594
C 3.9248 -0.3518 -0.5631
C 2.9527 0.3005 -1.5989
N 1.5443 0.0636 -1.1340
N 0.9996 -1.0386 -1.5751
C -0.2522 -1.2822 -1.1670
C -1.0411 -0.4126 -0.2453
C -0.3419 0.8046 0.2061
C 1.0391 1.0045 -0.2831
P 1.9152 2.5286 0.3299
N 1.7421 3.6652 -0.7868
H 5.0519 1.1265 -0.4519
H 3.6695 -1.3997 -0.2397
H 3.0616 -0.2526 -2.5738
H 3.1515 1.3753 -1.8283
H -0.7440 -2.2244 -1.4984
H -2.0784 -0.6746 0.0943
H -0.8288 1.5192 0.9018
H 3.3170 2.3221 0.5085
H 1.3193 3.0291 1.5391
H 1.1864 3.2519 -1.5481
C -5.4521 -2.0158 2.0949
C -4.2377 -1.8325 1.1851
O -3.8506 -2.8484 0.5704
O -3.7577 -0.6651 1.1571
H -5.8126 -3.0445 2.0702
H -5.1855 -1.7662 3.1242
H -6.2607 -1.3569 1.7713
```

## Properties
highest occupied orbital energy: -7.2 eV
maximum force: 3.874 eV/A
LUMO level: -2.68 eV
calculated total energy: -1023.28600 hartree
energy relative to the best compared isomer or geometry (same formula, charge and spin): 377.58 kJ/mol

Need the natural (NBO) charges? In units of e they are: -0.537, 0.100, -0.321, -0.099, -0.168, 0.033, -0.086, -0.184, -0.086, 1.253, -1.259, 0.325, 0.197, 0.270, 0.251, 0.263, 0.358, 0.273, -0.021, 0.007, 0.366, -0.728, 0.773, -0.772, -0.828, 0.206, 0.205, 0.208

M list, top to bottom, in g/mol: 182.2, 165.2, 228.2